# 1
Entry from the OMol25 dataset: a single C8H10N2O molecule (ωB97M-V with the def2-TZVPD basis set).

The LUMO energy (alpha / beta) is 0.61 / -2.10 eV. The value obtained for the HOMO energy (alpha / beta) is -0.2149 / -0.3181 Eh. As for the expectation value of S²: 2.013.

```
! RIJCOSX wB97M-V def2-TZVPD def2/J DEFGRID3
* xyz 0 3
C 3.053 0.232 0.878
C 2.619 0.255 -1.199
C 1.698 0.090 0.825
C -0.412 -0.126 1.479
C -0.023 0.222 -1.029
C -1.052 -0.098 0.103
C -2.129 0.993 0.052
C -1.581 -1.528 0.048
N 3.608 0.367 -0.359
N 1.376 0.141 -0.554
O -0.750 -0.222 2.590
H 3.619 0.197 1.683
H 2.602 0.677 -2.246
H -0.208 -0.580 -1.748
H -0.160 1.268 -1.207
H -2.760 0.819 0.906
H -2.733 1.090 -0.871
H -1.696 1.892 0.172
H -0.790 -2.230 -0.103
H -2.455 -1.740 -0.439
H -1.827 -1.719 1.018
*
```

Here are the Mulliken charges for atoms 1 to 4, given in e: number 1, C, carries -0.6905; number 2, C, carries -0.1428; number 3, C, carries 0.1430; number 4, C, carries -0.0523

***

# 2
Entry from the OMol25 dataset: a 8-piece molecular cluster, C19H57N3O10 overall (ωB97M-V with the def2-TZVPD basis set).

The LUMO energy is 0.55 eV. The value obtained for the HOMO energy is -0.3324 Eh. The SMILES is COC[C@H](C)N.COC[C@H](C)N.COC[C@H](C)N.OCCO.OCCO.CO.CO.CO.

```
! RIJCOSX wB97M-V def2-TZVPD def2/J DEFGRID3
* xyz 0 1
C 4.319 0.705 0.826
O 4.885 1.161 -0.355
C 6.090 0.461 -0.644
C 6.397 0.612 -2.089
C 6.278 2.063 -2.538
N 5.326 -0.150 -2.860
H 5.084 0.628 1.618
H 3.835 -0.271 0.706
H 3.598 1.407 1.251
H 6.888 0.943 -0.052
H 5.988 -0.589 -0.345
H 7.368 0.225 -2.407
H 5.278 2.464 -2.396
H 6.543 2.163 -3.596
H 6.979 2.715 -2.005
H 5.463 -1.150 -2.759
H 5.448 0.091 -3.840
C -4.338 -6.233 3.981
O -3.563 -5.065 3.738
C -2.387 -5.299 2.962
C -1.601 -3.997 2.896
C -1.234 -3.503 4.271
N -2.332 -2.934 2.153
H -4.214 -6.964 3.179
H -5.376 -5.910 4.038
H -4.055 -6.671 4.943
H -1.770 -6.076 3.444
H -2.681 -5.641 1.959
H -0.676 -4.142 2.331
H -2.044 -3.577 4.995
H -0.947 -2.452 4.220
H -0.404 -4.101 4.652
H -2.512 -3.299 1.207
H -3.304 -2.966 2.493
C -1.733 1.802 -2.227
O -1.580 0.906 -1.143
C -0.698 1.339 -0.155
C -0.888 0.451 1.068
C 0.126 0.826 2.132
N -0.651 -0.956 0.668
H -2.441 2.602 -1.951
H -2.261 1.280 -3.025
H -0.772 2.210 -2.544
H 0.351 1.353 -0.494
H -0.913 2.388 0.115
H -1.927 0.592 1.391
H 1.137 0.628 1.774
H -0.034 0.212 3.026
H 0.078 1.864 2.476
H -1.221 -1.557 1.292
H -1.081 -1.075 -0.252
O 1.339 -1.880 -1.093
C 2.177 -0.885 -1.602
C 1.618 -0.266 -2.859
O 2.478 0.708 -3.393
H 0.846 -1.514 -0.325
H 2.412 -0.097 -0.865
H 3.167 -1.324 -1.778
H 0.692 0.286 -2.669
H 1.373 -1.037 -3.598
H 3.362 0.649 -3.006
O -6.697 -0.432 -1.102
C -5.352 0.057 -1.369
C -4.467 -1.142 -1.183
O -4.828 -2.158 -2.101
H -7.287 0.311 -0.956
H -5.316 0.472 -2.379
H -5.162 0.857 -0.645
H -4.520 -1.465 -0.133
H -3.415 -0.889 -1.339
H -5.793 -2.145 -2.144
C -2.481 4.717 -4.283
O -3.166 3.715 -5.027
H -1.575 5.046 -4.812
H -3.109 5.611 -4.208
H -2.159 4.335 -3.324
H -3.461 4.108 -5.851
C 3.794 -0.164 4.285
O 3.094 -1.156 3.512
H 4.697 0.081 3.725
H 3.152 0.699 4.452
H 4.111 -0.559 5.252
H 2.214 -0.827 3.323
C -1.891 5.914 -0.188
O -0.709 6.690 -0.437
H -2.172 5.968 0.863
H -2.651 6.373 -0.822
H -1.779 4.860 -0.452
H -0.351 6.974 0.406
*
```

Here are the Mulliken charges for atoms 1 to 4, given in e: number 1, C, carries -0.9396; number 2, O, carries -0.3475; number 3, C, carries -0.6530; number 4, C, carries 0.1264

***

# 3
Entry from the OMol25 dataset: a single C6H10 molecule (ωB97M-V with the def2-TZVPD basis set).

The LUMO energy is 0.30 eV. The value obtained for the HOMO energy is -0.2936 Eh.

```
! RIJCOSX wB97M-V def2-TZVPD def2/J DEFGRID3
* xyz 0 1
C -1.932 1.066 0.725
C -0.487 0.861 0.651
C -0.061 -0.550 0.859
C 1.032 -0.961 -0.119
C 0.731 -0.593 -1.536
C 1.682 0.248 -0.705
H -2.159 1.897 1.400
H -2.235 1.448 -0.266
H -2.503 0.164 0.973
H 1.361 1.142 -0.165
H 0.396 -0.417 1.860
H -0.863 -1.303 0.961
H 1.620 -1.859 0.079
H -0.293 -0.309 -1.792
H 1.190 -1.195 -2.315
H 2.715 0.221 -1.011
*
```

Here are the Mulliken charges for atoms 1 to 4, given in e: number 1, C, carries -1.0339; number 2, C, carries -0.3182; number 3, C, carries -0.2947; number 4, C, carries -0.2049

***

# 4
Entry from the OMol25 dataset: a 3-piece molecular cluster, C31H60ClFN3O5 overall (ωB97M-V with the def2-TZVPD basis set).

The LUMO energy (alpha / beta) is -2.64 / -2.64 eV. The value obtained for the HOMO energy (alpha / beta) is -0.3714 / -0.4164 Eh. As for the expectation value of S²: 2.008.

```
! RIJCOSX wB97M-V def2-TZVPD def2/J DEFGRID3
* xyz 1 3
C 1.150 -3.313 -0.637
C 1.424 -2.659 0.683
O 0.578 -2.476 1.508
O 2.724 -2.299 0.926
C 3.062 -1.028 0.383
C 2.285 0.127 1.008
C 2.974 0.784 2.211
C 2.594 2.260 2.427
N 1.575 2.406 3.528
C 0.672 1.224 3.730
C -0.394 1.238 2.648
C -1.446 0.166 2.842
F -0.967 2.529 2.757
C 1.500 -0.072 3.905
C 1.618 -0.410 5.387
C 2.345 -1.723 5.739
C 3.813 -1.520 6.089
Cl 2.162 -2.962 4.467
O 2.833 0.069 3.420
H 2.001 -3.300 -1.313
H 0.893 -4.354 -0.433
H 0.276 -2.856 -1.099
H 4.130 -0.896 0.557
H 2.929 -1.009 -0.705
H 1.284 -0.215 1.264
H 2.171 0.898 0.238
H 4.046 0.785 2.007
H 3.471 2.819 2.747
H 2.222 2.727 1.518
H 2.076 2.560 4.404
H 0.990 3.233 3.382
H 0.141 1.416 4.665
H 0.037 1.208 1.649
H -1.462 -0.538 2.013
H -1.294 -0.396 3.765
H -2.427 0.634 2.893
H 1.009 -0.887 3.366
H 0.632 -0.381 5.853
H 2.207 0.401 5.834
H 1.849 -2.142 6.613
H 4.299 -2.490 6.178
H 4.324 -0.917 5.342
H 3.881 -1.031 7.063
C 3.783 2.952 -5.494
C 3.943 2.390 -4.063
C 3.947 0.853 -4.024
C 2.577 0.185 -4.144
C 1.602 0.796 -3.140
C 1.487 2.312 -3.270
N 2.864 2.894 -3.153
O 3.246 2.981 -1.926
C 0.774 2.671 -4.582
C 0.627 2.880 -2.145
C 5.296 2.880 -3.556
H 2.780 3.286 -5.728
H 4.422 3.824 -5.627
H 4.072 2.211 -6.240
H 4.384 0.547 -3.067
H 4.621 0.489 -4.801
H 2.186 0.261 -5.162
H 2.690 -0.882 -3.942
H 0.610 0.351 -3.245
H 1.950 0.563 -2.126
H 0.770 3.750 -4.741
H -0.262 2.339 -4.516
H 1.199 2.191 -5.458
H 0.995 2.587 -1.163
H -0.392 2.507 -2.253
H 0.600 3.969 -2.188
H 5.308 3.965 -3.454
H 6.055 2.596 -4.287
H 5.564 2.442 -2.597
C -6.596 -2.505 1.003
C -5.551 -1.378 0.840
C -6.070 -0.208 -0.010
C -6.082 -0.455 -1.517
C -4.713 -0.938 -1.990
C -4.242 -2.184 -1.238
N -4.281 -1.899 0.238
O -3.238 -1.260 0.634
C -5.107 -3.387 -1.641
C -2.807 -2.533 -1.617
C -5.263 -0.853 2.243
H -6.432 -3.355 0.353
H -6.566 -2.901 2.018
H -7.604 -2.132 0.821
H -5.434 0.663 0.184
H -7.069 0.053 0.343
H -6.864 -1.169 -1.787
H -6.332 0.477 -2.027
H -4.733 -1.165 -3.058
H -3.982 -0.135 -1.849
H -4.857 -4.266 -1.046
H -4.905 -3.622 -2.686
H -6.175 -3.206 -1.566
H -2.130 -1.695 -1.461
H -2.777 -2.805 -2.673
H -2.446 -3.380 -1.033
H -4.783 -1.614 2.859
H -6.214 -0.585 2.706
H -4.631 0.033 2.229
*
```

Here are the Mulliken charges for atoms 1 to 4, given in e: number 1, C, carries -1.0589; number 2, C, carries 0.6121; number 3, O, carries -0.4000; number 4, O, carries -0.3538

***

# 5
Entry from the OMol25 dataset: a single C4H7NO2 molecule (ωB97M-V with the def2-TZVPD basis set).

The LUMO energy is 0.68 eV. The value obtained for the HOMO energy is -0.3626 Eh. The SMILES is C[C@@H](C=O)C(N)=O.

```
! RIJCOSX wB97M-V def2-TZVPD def2/J DEFGRID3
* xyz 0 1
C -0.890 -1.077 0.357
C -0.393 0.217 -0.287
C -1.170 1.423 0.220
O -2.109 1.333 0.971
C 1.094 0.480 -0.053
N 1.943 -0.446 -0.578
O 1.491 1.465 0.547
H -0.813 -1.014 1.446
H -1.942 -1.242 0.110
H -0.318 -1.947 0.019
H -0.550 0.174 -1.377
H -0.827 2.403 -0.160
H 1.617 -1.312 -0.974
H 2.925 -0.352 -0.369
*
```

Here are the Mulliken charges for atoms 1 to 4, given in e: number 1, C, carries -1.2712; number 2, C, carries 0.3576; number 3, C, carries -0.1307; number 4, O, carries -0.4889

***

# 6
Entry from the OMol25 dataset: a 2-piece molecular cluster, C6H10 overall (ωB97M-V with the def2-TZVPD basis set).

The LUMO energy (alpha / beta) is 0.01 / 0.37 eV. The value obtained for the HOMO energy (alpha / beta) is -0.3076 / -0.2946 Eh.

```
! RIJCOSX wB97M-V def2-TZVPD def2/J DEFGRID3
* xyz 0 1
C 0.359 -2.254 -0.393
C -0.752 -1.312 -0.863
C -0.730 -0.016 -0.167
C -1.131 0.982 0.462
C -0.893 2.184 1.061
C 1.356 1.344 0.169
H 1.337 -1.792 -0.560
H 0.264 -2.464 0.677
H 0.317 -3.202 -0.937
H -0.659 -1.141 -1.942
H -1.732 -1.782 -0.705
H -0.808 2.254 2.142
H -1.122 3.110 0.540
H 0.719 1.761 -0.581
H 2.433 1.463 0.024
H 1.041 0.866 1.073
*
```

Here are the Mulliken charges for atoms 1 to 4, given in e: number 1, C, carries -1.1181; number 2, C, carries -0.4100; number 3, C, carries -0.1466; number 4, C, carries 0.3506

***

# 7
Entry from the OMol25 dataset: a single C5H13ClNO2P molecule (ωB97M-V with the def2-TZVPD basis set).

The LUMO energy is 0.60 eV. The value obtained for the HOMO energy is -0.3678 Eh. The SMILES is CC(C)(C)N[P@H](=O)OCCl.

```
! RIJCOSX wB97M-V def2-TZVPD def2/J DEFGRID3
* xyz 0 1
C -2.099 -0.866 0.645
C -0.743 -0.931 -0.219
C -1.088 -0.766 -1.579
C 0.061 -2.209 0.095
N 0.031 0.310 0.189
P 1.623 0.490 -0.289
O 2.370 -0.717 0.026
O 2.194 1.631 0.759
C 1.691 2.882 1.129
Cl 1.025 3.588 -0.326
H -1.654 -0.673 1.710
H -2.687 -0.124 0.289
H -2.589 -1.874 0.731
H -0.182 -1.008 -2.204
H -1.312 0.307 -1.755
H -1.845 -1.446 -2.030
H 0.742 -2.395 -0.712
H 0.619 -2.072 1.013
H -0.627 -2.982 0.272
H -0.560 1.129 0.033
H 1.602 1.242 -1.414
H 0.975 2.941 1.991
H 2.453 3.542 1.645
*
```

Here are the Mulliken charges for atoms 1 to 4, given in e: number 1, C, carries -1.5265; number 2, C, carries 1.2760; number 3, C, carries -1.4573; number 4, C, carries -1.8559

***

# 8
Entry from the OMol25 dataset: a 7-piece molecular cluster, C4H18NO9 overall (ωB97M-V with the def2-TZVPD basis set).

The LUMO energy is 3.22 eV. The value obtained for the HOMO energy is -0.2298 Eh.

```
! RIJCOSX wB97M-V def2-TZVPD def2/J DEFGRID3
* xyz -1 1
O 0.146 1.124 -0.286
C -0.962 1.079 0.357
O -1.280 1.994 1.137
C -1.936 -0.035 0.007
C -1.668 -1.329 0.832
C -0.394 -2.038 0.430
N 0.777 -1.769 1.053
O -0.481 -3.049 -0.279
H -2.891 0.437 0.368
H -1.899 -0.238 -1.052
H -2.533 -1.956 0.856
H -1.454 -1.049 1.902
H 1.098 -0.921 1.500
H 1.548 -2.367 0.811
H -1.062 4.570 1.725
H -0.223 3.552 1.068
O -0.130 4.328 1.660
H -0.887 -1.042 -3.864
H 0.125 -2.003 -4.422
O -0.819 -1.829 -4.423
H 2.504 1.574 1.953
H 1.387 1.421 0.831
O 2.097 0.942 1.351
H 0.942 2.268 3.106
H 0.934 3.867 3.036
O 1.407 3.083 3.381
H 1.196 -0.845 -2.559
H 0.482 0.507 -1.916
O 0.588 -0.108 -2.681
H 0.401 -3.663 -2.221
H 1.125 -3.027 -1.064
O 1.320 -3.452 -1.948
*
```

Here are the Mulliken charges for atoms 1 to 4, given in e: number 1, O, carries -0.8815; number 2, C, carries 0.6449; number 3, O, carries -0.8123; number 4, C, carries -0.5048

***

# 9
Entry from the OMol25 dataset: a single C5H8N2 molecule (ωB97M-V with the def2-TZVPD basis set).

The LUMO energy is 0.12 eV. The value obtained for the HOMO energy is -0.3287 Eh.

```
! RIJCOSX wB97M-V def2-TZVPD def2/J DEFGRID3
* xyz 0 1
C -2.313 0.168 0.374
C -1.338 0.089 -0.806
N 0.032 -0.039 -0.330
C 2.324 -1.576 0.692
C 2.472 -0.289 0.402
N 2.227 0.810 -0.187
C 0.874 0.875 -0.590
H -3.351 0.196 0.016
H -2.194 -0.702 1.031
H -2.128 1.072 0.968
H -1.472 0.967 -1.463
H -1.571 -0.803 -1.406
H 2.224 -1.931 1.722
H 3.573 -0.627 0.733
H 0.640 1.789 -1.155
*
```

Here are the Mulliken charges for atoms 1 to 4, given in e: number 1, C, carries -1.0366; number 2, C, carries -0.3934; number 3, N, carries -0.3244; number 4, C, carries -0.4674

***

# 10
Entry from the OMol25 dataset: a single C10H22NO3P molecule (ωB97M-V with the def2-TZVPD basis set).

The LUMO energy is 0.82 eV. The value obtained for the HOMO energy is -0.3186 Eh. The SMILES is CNC[C@H](CCCCO)OC(=O)P(C)C.

```
! RIJCOSX wB97M-V def2-TZVPD def2/J DEFGRID3
* xyz 0 1
C 3.142 1.967 0.913
N 1.939 2.300 0.155
C 0.698 1.791 0.729
C 0.037 0.626 -0.048
C 0.493 0.435 -1.487
C 1.837 -0.271 -1.653
C 1.876 -1.681 -1.022
C 2.830 -1.812 0.161
O 3.305 -3.159 0.196
O -1.381 0.935 -0.041
C -2.225 -0.067 0.221
O -1.909 -1.225 0.214
P -3.940 0.577 0.608
C -4.801 0.065 -0.942
C -4.454 -0.770 1.762
H 3.317 2.632 1.768
H 3.061 0.946 1.291
H 4.024 2.002 0.267
H 1.868 3.305 0.072
H -0.043 2.595 0.752
H 0.844 1.473 1.770
H 0.181 -0.313 0.489
H 0.471 1.398 -2.006
H -0.265 -0.195 -1.968
H 2.652 0.345 -1.267
H 2.025 -0.371 -2.726
H 0.873 -2.002 -0.728
H 2.227 -2.399 -1.766
H 3.674 -1.122 0.044
H 2.307 -1.594 1.102
H 3.956 -3.241 0.904
H -5.748 -0.404 -0.670
H -4.206 -0.634 -1.532
H -5.009 0.948 -1.547
H -5.052 -0.310 2.548
H -5.036 -1.535 1.247
H -3.567 -1.237 2.191
*
```

Here are the Mulliken charges for atoms 1 to 4, given in e: number 1, C, carries -0.9169; number 2, N, carries -0.2159; number 3, C, carries -1.0790; number 4, C, carries 0.6059

***

# 11
Entry from the OMol25 dataset: a single C3HF molecule (ωB97M-V with the def2-TZVPD basis set).

The LUMO energy (alpha / beta) is -1.48 / -2.96 eV. The value obtained for the HOMO energy (alpha / beta) is -0.4104 / -0.3723 Eh.

```
! RIJCOSX wB97M-V def2-TZVPD def2/J DEFGRID3
* xyz 0 1
C -1.060 -0.817 -1.524
C -0.056 -0.603 -0.878
C 0.536 0.196 0.513
F 0.422 1.490 0.365
H 0.158 -0.266 1.523
*
```

Here are the Mulliken charges for atoms 1 to 4, given in e: number 1, C, carries -0.1000; number 2, C, carries -0.0922; number 3, C, carries 0.0386; number 4, F, carries -0.1213

***

Asked for relative energy (zero: lowest compared OMol25 entry of this formula, charge and spin) across the records above, the calculation gives 163.1; 0.0; 437.4; 0.0; 45.8; 513.5; 55.9; 40.9; 455.5; 239.9; 259.4 kJ/mol in order.